[1]
13
Properties=species:S:1:pos:R:3:forces:R:3 method="wB97M-V/def2-TZVPD" orbital_gap_ev=7.87
C -1.050 0.041 1.268 0.4 1.8 -0.6
C 0.257 0.532 1.785 -0.5 -0.4 -0.2
C -0.796 -0.706 -1.523 0.4 -4.8 3.1
C -1.149 -1.267 0.732 0.2 -2.2 -3.6
O -2.041 0.721 1.213 -0.8 1.3 0.5
I -3.120 -2.030 0.722 0.2 -0.1 0.0
I 0.331 -2.713 1.087 0.0 -0.1 0.1
H 0.347 -0.049 2.654 0.6 -0.5 1.7
H 0.316 1.562 1.988 -0.6 1.3 0.4
H 1.118 0.301 1.224 0.8 -0.6 -1.1
H -1.177 -1.696 -1.895 0.8 1.3 0.2
H 0.229 -0.475 -1.426 1.0 -0.1 -0.4
H -1.436 0.051 -1.435 -2.6 3.0 -0.1

[2]
52
Properties=species:S:1:pos:R:3:forces:R:3 method="wB97M-V/def2-TZVPD" total_charge=+2 orbital_gap_ev="5.38 / 5.17"
Sn 0.611 0.132 -0.104 -0.5 -0.2 0.2
C 1.704 -4.653 -1.002 0.0 0.1 0.0
C 1.356 -3.189 -0.928 0.0 -0.2 -0.2
N 1.460 -2.424 0.091 0.2 -0.2 0.1
N 1.917 -2.940 1.279 -0.2 0.0 -0.7
C 1.865 -2.213 2.403 0.0 0.5 0.6
N 2.268 -2.820 3.519 0.0 -0.1 -0.1
S 1.348 -0.603 2.467 0.3 -0.2 0.2
C 0.796 -2.554 -2.163 0.2 -0.3 0.1
C 0.349 -3.332 -3.221 0.0 0.0 0.0
C -0.194 -2.704 -4.335 0.0 -0.1 0.0
C -0.264 -1.326 -4.360 0.0 0.1 0.1
C 0.220 -0.628 -3.261 0.0 -0.2 -0.3
N 0.736 -1.217 -2.188 0.2 -0.2 -0.6
H 0.796 -5.260 -1.007 0.0 0.0 0.0
H 2.238 -4.854 -1.930 0.0 0.0 0.0
H 2.346 -5.014 -0.203 0.0 0.1 0.1
H 2.143 -3.917 1.347 0.0 -0.3 -0.1
H 2.563 -3.784 3.549 0.0 0.0 0.0
H 2.239 -2.310 4.385 0.0 0.0 0.0
H 0.410 -4.410 -3.192 0.0 0.0 0.0
H -0.555 -3.292 -5.168 0.0 0.0 0.0
H -0.681 -0.794 -5.204 0.0 0.0 0.0
H 0.194 0.457 -3.248 0.0 -0.4 -0.2
Te -2.622 0.794 0.845 -0.4 0.0 -0.3
Te -3.588 3.131 0.322 -0.5 -0.2 0.6
Te -2.142 4.218 -1.618 0.4 0.4 -0.6
Te -0.220 2.611 -2.252 -0.1 0.6 0.3
Br -2.429 5.783 4.126 0.0 0.0 0.0
C -1.253 4.642 3.207 -0.1 -0.1 0.1
C -1.317 3.274 3.425 0.1 0.0 0.0
C -0.492 2.425 2.705 0.2 0.1 0.1
C 0.415 2.950 1.791 0.2 0.0 -0.2
C 0.486 4.323 1.593 0.0 0.1 0.0
C -0.348 5.174 2.303 0.1 0.0 -0.2
N 1.283 2.074 1.047 0.4 0.8 0.6
C 2.522 2.363 1.003 0.1 0.2 0.0
C 3.471 1.549 0.220 -0.2 0.3 0.2
C 4.834 1.750 0.294 0.2 0.0 -0.1
C 5.665 0.953 -0.489 -0.1 0.0 0.0
C 5.094 0.001 -1.319 0.0 0.1 0.0
C 3.712 -0.139 -1.323 0.1 0.0 0.0
N 2.925 0.622 -0.565 -0.3 -0.7 -0.2
H -2.010 2.873 4.153 0.0 0.0 0.0
H -0.537 1.362 2.881 0.1 -0.1 0.1
H 1.177 4.733 0.866 0.0 0.0 0.0
H -0.300 6.243 2.147 0.0 0.0 0.0
H 2.927 3.222 1.538 0.0 0.0 0.0
H 5.236 2.514 0.946 0.0 0.0 0.0
H 6.739 1.082 -0.453 0.0 0.0 0.0
H 5.702 -0.625 -1.960 0.0 0.0 0.0
H 3.218 -0.872 -1.954 0.1 0.1 0.1

[3]
61
Properties=species:S:1:pos:R:3:forces:R:3 method="wB97M-V/def2-TZVPD" s2=0.76 multiplicity=2 total_charge=+1 orbital_gap_ev="7.08 / 6.24"
Ru -0.356 1.880 0.968 2.2 1.0 -2.1
C 0.144 3.533 2.395 -0.1 -0.2 0.2
C -0.946 3.957 1.607 -0.4 -0.2 0.1
C -0.515 4.007 0.246 -0.2 0.2 0.1
C 0.860 3.687 0.225 -0.2 -0.4 0.1
C 1.263 3.330 1.537 0.0 0.0 0.3
H 0.151 3.446 3.469 0.0 -0.1 0.0
H -1.914 4.256 1.977 0.0 -0.1 0.0
H -1.090 4.404 -0.574 0.0 -0.2 -0.1
H 1.499 3.722 -0.644 -0.1 -0.2 0.0
H 2.266 3.117 1.866 0.0 -0.1 0.0
S -3.918 -4.607 2.092 -0.1 -0.1 0.0
N -4.344 -3.334 1.205 0.0 0.0 0.0
C -3.386 -2.434 1.352 -0.1 0.2 -0.1
C -3.366 -1.112 0.740 -0.3 -0.3 0.0
C -4.421 -0.579 -0.002 0.0 -0.2 0.1
C -4.293 0.697 -0.498 0.1 0.2 0.0
C -3.112 1.401 -0.277 0.0 -0.1 -0.1
N -2.097 0.902 0.425 -0.4 0.1 0.6
C -2.240 -0.330 0.959 0.4 -0.1 0.3
C -1.162 -0.768 1.853 -0.3 0.2 -0.3
N -0.163 0.117 2.048 -0.5 0.2 0.6
C 0.783 -0.185 2.932 0.1 -0.1 -0.1
C 0.791 -1.383 3.643 0.1 0.1 0.0
C -0.207 -2.303 3.425 -0.1 -0.1 -0.1
C -1.209 -1.992 2.504 -0.1 -0.4 0.1
C -2.340 -2.860 2.207 0.2 0.1 0.1
N -2.524 -4.077 2.694 0.0 0.1 0.0
H -5.315 -1.167 -0.166 0.0 0.0 0.0
H -5.090 1.160 -1.063 0.0 0.0 0.0
H -2.959 2.390 -0.687 0.0 0.0 0.0
H 1.565 0.551 3.054 0.0 0.0 0.1
H 1.577 -1.570 4.360 0.0 0.0 0.0
H -0.241 -3.244 3.958 0.0 0.0 0.0
C 3.787 1.219 -2.518 0.0 0.1 -0.2
Si 3.188 0.314 -1.013 0.0 0.2 0.1
C 3.613 -1.493 -1.085 0.0 -0.2 0.0
C 3.897 1.059 0.535 0.1 0.1 0.1
As 0.845 0.600 -0.869 -0.5 0.2 0.4
Si -0.064 -1.005 -2.353 0.0 0.1 0.1
C 0.929 -0.978 -3.925 0.1 0.0 -0.1
C -1.830 -0.562 -2.728 -0.1 0.1 0.0
C 0.016 -2.654 -1.493 0.0 -0.2 0.1
H 4.874 1.126 -2.597 0.0 0.0 0.0
H 3.542 2.281 -2.463 0.0 0.0 0.0
H 3.346 0.817 -3.432 0.0 0.0 0.0
H 4.703 -1.595 -1.063 0.0 0.0 0.0
H 3.253 -1.975 -1.995 0.0 0.0 0.0
H 3.208 -2.034 -0.227 0.0 0.0 0.0
H 4.990 1.024 0.504 0.0 0.0 0.0
H 3.569 0.509 1.421 0.0 0.0 0.0
H 3.598 2.101 0.646 0.1 0.0 0.0
H 0.997 0.035 -4.327 0.0 0.0 0.0
H 0.438 -1.604 -4.675 0.0 0.0 0.0
H 1.943 -1.357 -3.784 0.0 0.0 0.0
H -1.957 0.511 -2.887 0.0 0.0 0.0
H -2.495 -0.872 -1.921 0.0 0.0 0.0
H -2.150 -1.075 -3.639 0.0 0.0 0.0
H 1.045 -2.977 -1.324 0.0 0.0 0.0
H -0.483 -3.416 -2.100 0.0 0.0 0.0
H -0.489 -2.612 -0.523 0.0 0.0 0.0

F_max for the records above, in order: 5.71 1.07 3.24 eV/Å
DFT total energy for the records above, in order: -22490.6175 -145858.1630 -120291.4058 eV
Relative energy (zero: lowest compared OMol25 entry of this formula, charge and spin) for the records above, in order: 241.8 87.1 46.9 kJ/mol